# 1
ORCA calculation (the ωB97M-V functional and the def2-TZVPD basis) on C23H37LuO2 as an isolated structure.

The geometry in XYZ format:
```
63
C23H37LuO2 the ωB97M-V functional and the def2-TZVPD basis
O -0.3951 1.5995 -0.8703
C 0.6571 1.9580 -1.8866
C 0.0250 3.2837 -2.2015
H 0.5931 1.1923 -2.6553
H 1.6764 1.9491 -1.5431
C -1.2690 2.7157 -1.4987
H 0.0771 3.5705 -3.2517
H 0.4556 4.0892 -1.5851
C -2.2998 1.9178 -2.2910
H -1.8624 0.9921 -2.7032
H -2.7826 2.4985 -3.0928
H -3.1016 1.5745 -1.6146
C -1.8896 3.5707 -0.3670
H -1.1131 4.0975 0.2067
H -2.5097 2.9919 0.3596
H -2.5331 4.4088 -0.7139
Lu -0.1425 0.0017 0.9750
C 0.6948 1.5698 2.9491
C 1.8381 0.7279 2.8921
C 2.4706 0.9119 1.6273
H 2.2376 0.1323 3.7092
C 1.7536 1.9347 0.9484
C 0.6269 2.3196 1.7379
H -0.0619 3.1465 1.5581
H 0.0729 1.7457 3.8237
H 3.4178 0.4894 1.2799
H 2.1283 2.4788 0.0918
C -1.7566 -0.3684 2.8937
C -2.1057 0.8528 2.2478
C -2.5209 0.5316 0.9214
H -2.1588 1.8413 2.7104
C -2.3843 -0.8788 0.7164
C -1.9385 -1.4317 1.9619
H -1.8148 -2.4905 2.1852
H -1.5340 -0.4729 3.9578
H -3.1015 1.1754 0.2846
H -2.7013 -1.4332 -0.1733
O -0.3361 -1.0043 -2.5595
C -0.5866 -0.3475 -3.8753
C 0.1241 -1.0890 -5.0050
H -0.2140 0.7004 -3.8575
H -1.6444 -0.2383 -4.1600
C 1.0169 -2.1217 -4.2758
H 0.7408 -0.4578 -5.6599
H -0.5996 -1.6492 -5.6183
C 0.7277 -1.9529 -2.7672
H 2.0986 -2.0198 -4.4667
H 0.6976 -3.1373 -4.5544
H 1.6335 -1.5733 -2.2538
H 0.4082 -2.9008 -2.3076
C 0.8576 -2.2839 4.0568
C 1.7175 -2.5185 2.7975
C 2.1618 -3.9784 2.8255
C 1.0351 -2.1063 1.5028
H -0.0372 -2.9235 4.0705
H 0.5298 -1.2441 4.1866
H 1.4464 -2.5379 4.9561
H 2.6104 -1.8722 2.9003
H 1.3144 -4.6679 2.8394
H 2.7878 -4.2226 1.9666
H 2.7476 -4.1660 3.7250
H 1.7783 -2.0686 0.6976
H 0.2357 -2.8127 1.2467
```

Net charge: 0
E_LUMO: 0.383 eV
Spin multiplicity: 1
Relative energy (zero: lowest compared OMol25 entry of this formula, charge and spin): 41.1 kcal/mol
DFT total energy: -2284.47053 hartree
Gap between HOMO and LUMO: 7.03 eV
HOMO: -6.65 eV

---

# 2
ORCA calculation (the ωB97M-V functional and the def2-TZVPD basis) on C13H19I2N5O2PYb as an isolated structure.

The geometry in XYZ format:
```
43
C13H19I2N5O2PYb the ωB97M-V functional and the def2-TZVPD basis
Yb -1.0470 0.7179 1.4893
I -3.6926 2.2378 1.7787
C -2.6939 3.5118 3.1536
I -0.6880 2.8998 3.5632
H -3.2419 3.4872 4.0899
H -2.6411 4.5048 2.7191
N 4.0452 2.3032 -8.0598
C 3.3534 2.0582 -7.1731
C 2.5099 1.7511 -6.0635
C 1.2036 2.2572 -6.0159
C 0.3936 1.9600 -4.9385
C 0.9061 1.1548 -3.9255
C 2.1953 0.6351 -3.9546
C 3.0036 0.9413 -5.0309
N 0.0536 0.8478 -2.8015
C -1.2662 0.4518 -2.8880
C -1.6997 0.2911 -1.6171
N -0.6623 0.6051 -0.7320
C 0.3841 0.9195 -1.5137
H 0.8411 2.8866 -6.8172
H -0.6072 2.3669 -4.8827
H 2.5553 -0.0201 -3.1725
H 4.0099 0.5507 -5.0940
H -1.7532 0.3035 -3.8370
H -2.6796 -0.0204 -1.2886
H 1.3618 1.2360 -1.1845
N -1.6045 -4.0987 2.6578
C -0.3143 -3.3170 2.6181
P -0.4519 -1.5586 3.1674
O 0.5751 -0.6672 2.4941
O -1.8226 -1.0274 2.7908
C -0.1694 -1.4880 4.9884
N 1.2866 -1.4382 5.3839
H -2.3231 -3.6897 2.0509
H -2.0193 -4.1821 3.5920
H -1.4409 -5.0599 2.3275
H 0.0210 -3.3015 1.5787
H 0.4283 -3.8813 3.1848
H -0.6396 -2.3052 5.5374
H -0.6289 -0.5590 5.3331
H 1.3804 -1.1289 6.3608
H 1.8231 -0.7875 4.7970
H 1.7561 -2.3487 5.3340
```

Net charge: +4
E_LUMO (alpha / beta): -10.858 / -14.816 eV
Spin multiplicity: 2
Relative energy (zero: lowest compared OMol25 entry of this formula, charge and spin): 9.9 kcal/mol
DFT total energy: -3025.09521 hartree
Gap between HOMO and LUMO (alpha / beta): 7.41 / 3.45 eV
HOMO (alpha / beta): -18.26 / -18.26 eV

---

The records above give, respectively, strongest force on any atom values of 0.05914, 0.05297 Eh/bohr.